The following is a quantum chemistry calculation of the ion CHN6 with charge +1, from the OMol25 dataset.

The spin multiplicity is 1. As for the LUMO energy: -7.30 eV. As for the electronic energy: -366.751640 Eh. As for the energy relative to the best compared isomer or geometry (same formula, charge and spin): 32.3 kcal per mole. The charge is +1. As for the gap between HOMO and LUMO: 8.19 eV. For the HOMO energy, the calculation gives -15.4894 eV.

Last column: Löwdin charge in e.
Positions of all 8 atoms, in Å:
1 C -0.37269 0.15283 -0.79863  -0.14
2 N 1.27837 -0.60700 1.62215  -0.07
3 N -1.24666 0.75515 -1.56776  0.08
4 N -2.02302 1.25190 -2.16968  0.43
5 N 0.09080 -0.48712 1.40499  0.06
6 N 2.24600 -0.72049 2.16884  0.36
7 N -0.69443 -0.27851 0.40453  0.11
8 H 0.72164 -0.06676 -1.06444  0.18

The following is a quantum chemistry calculation of a structure of composition C36H52GaN8O2, from the OMol25 dataset.

The spin multiplicity is 1. As for the LUMO energy: 2.05 eV. As for the electronic energy: -3916.188608 Eh. The charge is -1. As for the gap between HOMO and LUMO: 6.67 eV. For the HOMO energy, the calculation gives -4.6235 eV.

Last column: Löwdin charge in e.
Positions of all 99 atoms, in Å:
1 C -2.16398 -4.78865 -0.39104  -0.08
2 C -0.90582 -5.28200 0.41219  -0.28
3 O -1.02530 -4.73461 1.70518  -0.17
4 C 0.23626 -4.49185 2.31788  -0.21
5 C 0.31638 -2.92575 2.61135  -0.34
6 O -0.99588 -2.47857 2.89729  -0.43
7 Ga -1.36942 -2.80982 4.75162  0.21
8 H -3.05077 -4.76650 0.26379  0.07
9 H -2.29801 -5.49602 -1.23621  0.06
10 H -2.00681 -3.76543 -0.78421  0.06
11 H -0.98255 -6.39277 0.44109  0.11
12 H -0.01245 -4.94420 -0.14442  0.10
13 H 1.09709 -4.79795 1.69103  0.10
14 H 0.24976 -4.96492 3.31913  0.09
15 H 1.00161 -2.72794 3.46102  0.07
16 H 0.63220 -2.38326 1.69044  0.10
17 H -0.13441 -2.28500 5.64819  -0.12
18 H -1.44776 -4.41718 4.97934  -0.11
19 H -2.78563 -2.15530 5.19378  -0.13
20 N -3.89387 1.10236 1.89945  -0.01
21 C -2.92521 0.19176 2.23935  -0.12
22 C -2.82420 -0.71696 1.21818  -0.10
23 C -3.76326 -0.33691 0.22093  -0.12
24 C -4.40799 0.79117 0.66831  -0.17
25 H -4.18100 1.87751 2.46602  0.13
26 H -2.39543 0.26834 3.17424  0.11
27 H -2.14896 -1.55866 1.19564  0.08
28 H -3.94684 -0.83498 -0.71818  0.08
29 H -5.18282 1.39330 0.22155  0.09
30 N -1.00964 2.39745 -0.05366  0.04
31 C -1.14318 3.57740 0.62241  -0.14
32 C -0.03427 4.34422 0.36393  -0.13
33 C 0.79732 3.59634 -0.50603  -0.14
34 C 0.16597 2.39963 -0.74716  -0.14
35 H -1.67837 1.63936 -0.04040  0.13
36 H -2.01225 3.76973 1.22861  0.10
37 H 0.15704 5.33069 0.75536  0.09
38 H 1.75172 3.89981 -0.91002  0.08
39 H 0.45387 1.55344 -1.35000  0.10
40 N 1.91548 2.00441 -3.80831  0.00
41 C 2.87823 1.09615 -3.46089  -0.13
42 C 2.98140 0.18207 -4.47794  -0.11
43 C 2.04883 0.55604 -5.47904  -0.12
44 C 1.40740 1.68549 -5.03877  -0.15
45 H 1.62635 2.78339 -3.24487  0.10
46 H 3.40325 1.17746 -2.52348  0.11
47 H 3.65270 -0.66087 -4.49997  0.09
48 H 1.86816 0.05448 -6.41594  0.09
49 H 0.63607 2.28624 -5.49211  0.10
50 N -7.04503 -5.83784 4.87483  -0.02
51 C -7.18085 -4.65938 5.55968  -0.16
52 C -6.07244 -3.89241 5.30086  -0.11
53 C -5.23880 -4.63157 4.42412  -0.10
54 C -5.86474 -5.82591 4.17637  -0.14
55 H -7.70503 -6.59096 4.88287  0.13
56 H -8.04917 -4.47053 6.16967  0.09
57 H -5.88019 -2.90848 5.69641  0.09
58 H -4.28755 -4.32153 4.02117  0.07
59 H -5.57378 -6.66573 3.56742  0.10
60 N 4.17150 -5.35532 -1.47947  0.00
61 C 4.41682 -4.93178 -0.19925  -0.17
62 C 3.52398 -3.93100 0.09088  -0.12
63 C 2.70759 -3.74703 -1.05356  -0.10
64 C 3.12859 -4.64087 -2.00497  -0.13
65 H 4.67701 -6.07743 -1.95705  0.14
66 H 5.20129 -5.37694 0.39093  0.12
67 H 3.46287 -3.39150 1.02273  0.10
68 H 1.90189 -3.03976 -1.16622  0.10
69 H 2.77805 -4.82884 -3.00603  0.11
70 N 1.44836 5.65832 -3.30320  0.01
71 C 1.31597 6.83411 -2.61693  -0.14
72 C 2.42328 7.60040 -2.87740  -0.11
73 C 3.25262 6.85952 -3.75794  -0.11
74 C 2.62368 5.66599 -4.00464  -0.14
75 H 0.78418 4.90590 -3.29131  0.12
76 H 0.44998 7.02199 -2.00346  0.09
77 H 2.61583 8.58360 -2.47967  0.09
78 H 4.20260 7.16592 -4.16458  0.09
79 H 2.91006 4.82460 -4.61478  0.10
80 N -2.71427 8.01756 -1.30857  0.00
81 C -3.67335 8.72053 -0.63069  -0.15
82 C -4.24615 7.87449 0.28417  -0.12
83 C -3.60448 6.61561 0.15623  -0.11
84 C -2.66222 6.73536 -0.83238  -0.14
85 H -2.13741 8.38555 -2.04164  0.14
86 H -3.86500 9.75610 -0.85754  0.10
87 H -5.03719 8.13149 0.96982  0.09
88 H -3.80947 5.72331 0.72465  0.08
89 H -1.96270 6.02186 -1.23648  0.09
90 N 6.32234 -2.43254 -0.77976  0.02
91 C 6.11734 -1.29662 -0.04996  -0.14
92 C 7.15420 -0.43438 -0.30790  -0.12
93 C 8.01484 -1.07540 -1.23419  -0.13
94 C 7.47265 -2.30637 -1.50798  -0.15
95 H 5.71431 -3.24160 -0.78041  0.09
96 H 5.25532 -1.19902 0.58890  0.11
97 H 7.27854 0.54705 0.12043  0.09
98 H 8.92656 -0.68036 -1.65316  0.08
99 H 7.80651 -3.10025 -2.15569  0.10

The following is a quantum chemistry calculation of a structure of composition C9H15B2F4N4O4Ti, from the OMol25 dataset.

The spin multiplicity is 3. As for the LUMO energy (alpha / beta): -4.48 / -4.98 eV. As for the electronic energy: -2170.552043 Eh. As for the energy relative to the best compared isomer or geometry (same formula, charge and spin): 0.0 kcal per mole. The charge is +1. As for the gap between HOMO and LUMO (alpha / beta): 6.03 / 8.96 eV. For the HOMO energy (alpha / beta), the calculation gives -10.5069 / -13.9440 eV.

Last column: Löwdin spin population.
Positions of all 39 atoms, in Å:
1 Ti -0.25373 0.49629 -0.46473  0.70
2 C -2.79471 -3.08243 -0.68426  0.01
3 C -1.65059 -2.13755 -0.65576  0.04
4 N -1.45199 -1.19556 0.19109  0.00
5 O -2.42632 -0.99822 1.13632  0.00
6 B -2.32853 0.05382 2.03296  0.00
7 F -1.93612 1.23037 -0.50044  0.02
8 F -3.38149 0.19803 2.80076  0.00
9 O -1.27573 0.89680 2.35657  0.00
10 N -0.13274 0.85282 1.59533  0.01
11 C 0.98002 1.14789 2.16794  0.07
12 C 1.14545 1.60787 3.56893  0.01
13 C 2.13940 0.95093 1.25601  0.07
14 N 1.77305 0.40739 0.15082  0.00
15 O 2.75610 0.21693 -0.78422  -0.01
16 B 2.46204 -0.43135 -1.97798  0.00
17 F 0.51607 1.40311 -1.87548  0.01
18 F 3.43227 -0.40206 -2.85774  0.00
19 O 1.39700 -1.24601 -2.34225  0.00
20 N 0.29715 -1.26447 -1.52784  0.00
21 C -0.54960 -2.21479 -1.66861  0.05
22 C -0.48879 -3.31088 -2.66666  0.01
23 C 3.53938 1.32750 1.58239  0.01
24 H -3.45085 -2.92278 0.16499  0.00
25 H -2.43166 -4.11092 -0.67997  0.00
26 H -3.36338 -2.93816 -1.60502  0.00
27 H 0.19838 1.60035 4.09852  0.00
28 H 1.54362 2.62467 3.57019  0.00
29 H 1.86283 0.97360 4.09161  0.00
30 H 0.26103 -3.10463 -3.42443  0.00
31 H -1.46288 -3.43457 -3.13911  0.00
32 H -0.24319 -4.25230 -2.16979  0.00
33 H 3.60276 1.84118 2.53661  0.00
34 H 3.93346 1.97383 0.79727  0.00
35 H 4.16780 0.43619 1.61431  0.00
36 C -1.59937 4.20018 -1.67108  0.81
37 H -2.51371 4.38505 -1.13250  0.05
38 H -1.62488 3.81649 -2.67723  0.05
39 H -0.64756 4.40540 -1.20751  0.06

The following is a quantum chemistry calculation of an isolated molecule of C4H6N2O, from the OMol25 dataset.

The spin multiplicity is 1. As for the LUMO energy: 0.94 eV. As for the electronic energy: -340.658217 Eh. As for the energy relative to the best compared isomer or geometry (same formula, charge and spin): 85.8 kcal per mole. As for the gap between HOMO and LUMO: 9.32 eV. For the HOMO energy, the calculation gives -8.3821 eV.

Last column: Löwdin charge in e.
Positions of all 13 atoms, in Å:
1 C -1.13871 -2.32296 1.07499  -0.11
2 C -0.61041 -0.08312 0.57702  -0.11
3 C 0.15911 0.98466 0.64247  -0.14
4 N 0.93242 1.49243 -0.42975  -0.05
5 C 0.54584 1.43870 -1.70720  -0.16
6 O 1.54670 2.00429 -2.42122  -0.03
7 N -1.43841 -0.98179 0.58611  0.04
8 H -0.11451 -2.63928 0.84522  0.08
9 H -1.85084 -3.02593 0.63555  0.07
10 H -1.27631 -2.33262 2.16228  0.08
11 H 0.15849 1.56159 1.56199  0.11
12 H 1.82736 1.91503 -0.18672  0.14
13 H 1.25928 1.98900 -3.34075  0.08

The following is a quantum chemistry calculation of a cluster of 2 separate species, C5H13NO2 in total, from the OMol25 dataset.

The spin multiplicity is 1. As for the LUMO energy: 0.76 eV. As for the electronic energy: -403.521217 Eh. As for the energy relative to the best compared isomer or geometry (same formula, charge and spin): 34.8 kcal per mole. As for the gap between HOMO and LUMO: 9.51 eV. For the HOMO energy, the calculation gives -8.7499 eV.

Last column: Löwdin charge in e.
Positions of all 21 atoms, in Å:
1 N -0.82835 0.66330 -0.41315  -0.02
2 C -1.70927 -0.32322 0.23466  -0.20
3 C -0.92101 -0.90140 1.39547  -0.16
4 C 0.14284 0.15409 1.70395  -0.14
5 C 0.33587 0.96393 0.41314  -0.34
6 C 1.61024 0.55418 -0.28983  -0.25
7 O 1.73257 1.05519 -1.60816  -0.06
8 H -1.27718 1.50105 -0.74269  0.11
9 H -2.11401 -0.96969 -0.54548  0.10
10 H -2.60036 0.17915 0.63050  0.10
11 H -0.42494 -1.81859 1.10601  0.11
12 H -1.56232 -1.08529 2.25381  0.11
13 H -0.13415 0.86887 2.47986  0.11
14 H 1.05702 -0.34065 2.03186  0.11
15 H 0.33638 2.03958 0.61235  0.14
16 H 2.53030 0.73942 0.27579  0.12
17 H 1.63190 -0.54129 -0.37994  0.11
18 H 1.42007 1.95923 -1.65184  0.08
19 H -0.29664 -1.29776 -2.96349  0.03
20 H 0.81262 -1.43515 -1.99119  -0.02
21 O 0.25842 -1.96494 -2.55161  -0.05

The following is a quantum chemistry calculation of a cluster of 9 separate species, H18O9 in total, from the OMol25 dataset.

The spin multiplicity is 1. As for the LUMO energy: 0.50 eV. As for the electronic energy: -687.900944 Eh. As for the energy relative to the best compared isomer or geometry (same formula, charge and spin): 78.3 kcal per mole. As for the gap between HOMO and LUMO: 10.45 eV. For the HOMO energy, the calculation gives -9.9466 eV.

Last column: Löwdin charge in e.
Positions of all 27 atoms, in Å:
1 H -1.49263 1.54201 -0.72562  0.01
2 H -0.99328 0.34713 0.06996  0.03
3 H 2.48306 0.01956 -3.33021  0.03
4 H 3.30395 0.70560 -2.25062  0.02
5 H 1.37826 -3.26572 -1.14326  0.03
6 H -0.12742 -3.06199 -1.18181  0.03
7 H 1.99720 -1.60584 2.84104  0.05
8 H 0.87746 -0.57870 2.87577  0.05
9 H 4.36498 -1.53031 0.56346  0.05
10 H 3.22772 -0.72048 1.16418  0.00
11 H -5.29216 0.28042 -0.17306  0.04
12 H -4.39931 0.68722 -1.33383  0.05
13 H -1.50027 3.61266 1.19590  0.04
14 H -0.61668 4.79297 0.82689  0.04
15 H -4.46680 -3.01363 0.15312  0.03
16 H -4.44186 -1.52665 -0.16042  -0.01
17 H 2.18782 2.16399 0.38735  0.04
18 H 3.19642 1.02724 0.41108  0.01
19 O -1.05181 0.69108 -0.82852  -0.05
20 O 2.49042 0.20642 -2.38469  -0.07
21 O 0.67216 -2.74038 -0.75027  -0.06
22 O 1.83571 -0.65624 2.80690  -0.05
23 O 3.62173 -0.96710 0.31983  -0.06
24 O -4.37577 0.48355 -0.39205  -0.05
25 O -0.89825 3.92669 0.51183  -0.06
26 O -4.38424 -2.14980 0.57262  -0.07
27 O 2.40358 1.33032 -0.04558  -0.06

In eV/Å, the largest force on an atom values for the records above are, in order, 6.66, 2.13, 1.94, 0.82, 1.64, 0.86.